Record 1
15
Properties=species:S:1:pos:R:3:mulliken_charge:R:1 method="wB97M-V/def2-TZVPD" total_charge=+1 gap_ev="9.32 / 4.65" homo_ev="-14.6 / -12.1" spin_multiplicity=1 total_energy_ev=-7260.360
C 1.1621 -2.4824 0.9709 -0.151
C 0.8964 -0.2506 0.2843 -0.235
C -0.1743 -0.0099 -0.6567 0.159
C -1.4883 3.1653 0.3338 -0.282
N 1.3864 -1.5761 0.1566 -0.488
N -0.3832 -0.7231 -1.6979 -0.195
H 1.4998 -3.4306 0.8906 0.313
H 0.5803 -2.5669 1.9664 0.213
H 1.6868 0.3652 -0.0679 0.337
H 0.5610 0.1800 1.2498 0.405
H -1.0669 2.2442 0.0882 -0.227
H -1.3053 3.9770 1.1133 0.286
H -2.3044 3.3079 -0.2483 0.305
H -0.0360 -1.6362 -1.9223 0.276
H -1.0143 -0.5636 -2.4609 0.282

=====

Record 2
15
Properties=species:S:1:pos:R:3:mulliken_charge:R:1 method="wB97M-V/def2-TZVPD" total_charge=+1 gap_ev="10.09 / 10.09" homo_ev="-15.2 / -15.2" spin_multiplicity=1 total_energy_ev=-7264.108 smiles="C[C@H]1[NH+]=CN1C"
C 1.0605 1.4614 0.4247 -0.074
C 0.7643 -0.6462 0.4081 0.050
C 0.1192 -1.6703 -0.6303 -1.161
C -1.3623 0.7655 0.6841 -0.739
N 0.0247 0.6776 0.4394 0.124
N 2.0458 0.0770 0.1106 -0.460
H 1.2863 2.4426 0.2004 0.420
H 0.7099 -1.0025 1.3947 0.456
H 1.0772 -2.1421 -1.1314 0.343
H -0.2379 -1.0641 -1.4486 0.370
H -0.5230 -2.3627 -0.1845 0.390
H -1.4076 1.4667 1.5114 0.380
H -1.9933 1.1451 -0.1225 0.300
H -1.7997 -0.2576 0.9620 0.291
H 2.8423 -0.1794 0.7207 0.310

=====

Record 3
15
Properties=species:S:1:pos:R:3:mulliken_charge:R:1 method="wB97M-V/def2-TZVPD" total_charge=+1 gap_ev=11.37 homo_ev=-15.1 spin_multiplicity=1 total_energy_ev=-7265.169
C 0.3395 -0.4133 1.3518 0.549
C -0.8322 -0.9357 0.6483 -0.444
C 1.1174 -0.4522 2.5582 -1.014
C -0.7841 0.7615 -2.8387 -0.162
N 0.1825 0.0413 0.1836 -0.212
N 0.0848 1.2025 -2.0431 -0.301
H -0.8076 -1.9282 0.2156 0.241
H -1.8182 -0.5570 0.8855 0.244
H 1.8198 0.3773 2.6250 0.314
H 1.6745 -1.3935 2.5741 0.295
H 0.4535 -0.4715 3.4247 0.327
H -0.9348 1.1632 -3.8366 0.275
H -1.4181 -0.0615 -2.5323 0.233
H 0.6748 1.9784 -2.3402 0.203
H 0.2480 0.6887 -0.8761 0.452

=====

Record 4
15
Properties=species:S:1:pos:R:3:mulliken_charge:R:1 method="wB97M-V/def2-TZVPD" total_charge=+1 gap_ev=8.08 homo_ev=-11.8 spin_multiplicity=1 total_energy_ev=-7263.140
C 0.2498 1.5843 -0.0584 -0.427
C 1.4354 0.6140 0.0879 -0.687
C 0.7917 -1.7170 0.0401 -0.274
C -0.5356 0.3358 -0.2539 -0.157
N 0.4888 -0.4778 -0.1281 0.049
N -1.8732 -0.2640 0.0137 -0.223
H 0.1257 2.0883 0.7990 0.329
H 0.0891 2.3034 -0.9966 0.264
H 2.1388 0.7764 -0.6252 0.343
H 1.9549 0.6847 0.9936 0.358
H 1.7815 -2.0612 0.0756 0.284
H 0.0685 -2.6037 -0.1404 0.154
H -1.7757 -1.1727 0.2583 0.278
H -2.5651 -0.4097 -0.7462 0.345
H -2.3747 0.3194 0.6806 0.366

=====

Record 5
15
Properties=species:S:1:pos:R:3:mulliken_charge:R:1 method="wB97M-V/def2-TZVPD" total_charge=+1 gap_ev=12.49 homo_ev=-16.5 spin_multiplicity=1 total_energy_ev=-7263.211 smiles="CC1=N[N+]1(C)C"
C 0.2565 0.5044 -0.9010 0.503
C 1.6880 -0.1816 -1.4583 -0.843
C 0.0834 0.5471 1.5076 -0.909
C -1.6650 -0.6797 0.2337 -0.799
N -0.6564 1.3517 -0.8374 -0.506
N -0.6366 0.3252 0.1715 0.416
H 1.6167 -0.3623 -2.5130 0.364
H 1.7779 -1.1014 -0.8870 0.301
H 2.5532 0.5325 -1.4087 0.338
H 0.7944 1.4163 1.5604 0.281
H -0.4676 0.8293 2.3175 0.369
H 0.5662 -0.4562 1.5284 0.443
H -1.8417 -0.9004 1.2706 0.319
H -2.6158 -0.3674 -0.1498 0.371
H -1.4532 -1.4575 -0.4345 0.353

=====

Record 6
15
Properties=species:S:1:pos:R:3:mulliken_charge:R:1 method="wB97M-V/def2-TZVPD" total_charge=+1 gap_ev="8.14 / 8.14" homo_ev="-12.3 / -12.3" spin_multiplicity=1 total_energy_ev=-7261.862
C 2.0556 0.6913 -0.2774 -0.265
C -2.1217 -0.7898 -0.0258 -0.299
C 0.9208 0.4201 0.6076 -0.472
C -1.4744 0.3890 -0.6130 0.006
N 1.6611 -0.7008 -0.0134 -0.181
N -2.4078 0.6033 0.2770 -0.235
H 1.8858 1.0411 -1.2869 0.195
H 3.0303 0.9685 0.1115 0.286
H -2.9040 -1.3178 -0.5589 0.262
H -1.5690 -1.3861 0.6906 0.258
H 1.0234 0.5096 1.6794 0.222
H -1.0524 0.9062 -1.4392 0.342
H 2.3048 -1.2875 0.5180 0.282
H -2.5550 1.1711 1.0928 0.323
H 1.2026 -1.2180 -0.7623 0.278